Entry 1:
The following is a quantum chemistry calculation of C24H24ClHgN7O4P as an isolated structure, from the OMol25 dataset.

Last column: natural (NBO) charge in e.
Cartesian coordinates (Å):
Hg1 0.901747 -0.976186 0.306125  1.47
Cl1 1.756212 1.022306 2.577628  0.02
P1 -0.944046 0.634194 0.848238  0.85
O1 -1.206024 0.307831 -1.901081  -0.69
O2 2.626958 -2.077246 -2.319593  -0.70
O3 2.822714 -4.265622 1.531959  -0.56
O4 0.887757 -3.070599 1.291570  -0.69
N1 1.051052 -2.296171 -3.926909  -0.43
N2 2.204265 -3.199136 1.236102  0.44
N3 4.510103 -0.770347 -0.040187  -0.45
N4 0.661741 -0.956892 -2.018441  -0.81
N5 4.957093 -2.952199 0.657297  -0.82
N6 3.523712 0.121674 -0.505349  -0.68
N7 2.807051 -2.024742 0.837486  -0.54
C1 -0.960033 1.182459 5.471394  -0.18
C2 -2.156209 1.039164 4.786588  -0.23
C3 -2.155513 0.882715 3.408744  -0.13
C4 -4.499158 -1.261092 0.556641  -0.22
C5 -0.500402 2.301803 0.266485  -0.27
C6 0.284963 4.823511 -0.603035  -0.19
C7 -0.192521 -1.976884 -4.406201  0.07
C8 0.381513 2.430040 -0.802093  -0.19
C9 0.775172 3.687551 -1.232656  -0.21
C10 -4.881022 0.986273 -0.209496  -0.19
C11 1.916274 -3.227326 -4.636961  -0.40
C12 -3.543049 1.291776 -0.003220  -0.19
C13 -2.687516 0.321695 0.497528  -0.38
C14 -5.360842 -0.284460 0.074125  -0.20
C15 0.219266 1.026360 3.399402  0.00
C16 -0.598642 4.701117 0.460862  -0.22
C17 -0.997947 -1.118160 -3.771783  -0.38
C18 -0.550874 -0.545086 -2.507636  0.62
C19 0.237570 1.174388 4.774557  -0.23
C20 -0.968874 0.874260 2.677097  -0.42
C21 -3.162927 -0.960330 0.763757  -0.14
C22 1.497606 -1.781390 -2.711934  0.77
C23 4.043279 -1.964526 0.486139  0.59
C24 -0.987796 3.443220 0.897342  -0.22
H1 -3.099900 0.765650 2.893366  0.22
H2 3.224874 -0.129661 -1.445787  0.38
H3 4.504276 -3.826032 0.946987  0.44
H4 0.744113 1.540019 -1.302735  0.24
H5 -3.095543 1.043127 5.322863  0.22
H6 -0.980491 5.583863 0.956612  0.22
H7 5.291080 -0.920567 -0.668583  0.36
H8 1.873574 -4.221572 -4.191423  0.21
H9 -1.968258 -0.848207 -4.155889  0.23
H10 1.461325 3.781747 -2.064229  0.21
H11 5.685994 -3.019968 -0.034155  0.38
H12 1.594543 -3.277036 -5.674991  0.20
H13 -4.865691 -2.257742 0.763521  0.22
H14 3.885910 1.063464 -0.454878  0.37
H15 -0.953348 1.296492 6.547142  0.22
H16 -2.485526 -1.723988 1.131875  0.22
H17 0.591685 5.804956 -0.940881  0.22
H18 2.942408 -2.876294 -4.585085  0.23
H19 -6.405025 -0.517245 -0.089055  0.22
H20 -1.659796 3.353531 1.743391  0.22
H21 1.184180 1.278467 5.285703  0.23
H22 -5.548093 1.742182 -0.602643  0.22
H23 -0.467555 -2.454344 -5.337831  0.21
H24 -3.167390 2.275211 -0.253788  0.23

Forces on atoms 1 to 3 (eV/Å):
-0.54 0.21 -0.21
-0.03 0.13 0.06
0.40 0.35 0.38

## Properties
* HOMO-LUMO gap (alpha / beta): 5.9 / 8.9 eV
* spin multiplicity: 2
* <S²>: 0.7591

***

Entry 2:
The following is a quantum chemistry calculation of C24H24F5N8O2S3SeV as an isolated structure at a distorted geometry, from the OMol25 dataset.

Last column: natural (NBO) charge in e.
Cartesian coordinates (Å):
Se1 -2.318522 1.622965 -0.051818  0.41
V1 0.671644 -1.723436 0.467017  1.12
S1 2.708826 -0.739904 0.772374  -0.15
S2 -0.004690 -3.270756 -1.096100  -0.13
S3 -1.281802 2.329543 1.732321  0.10
F1 -0.148391 -6.039930 -2.272154  -0.28
F2 1.048653 -8.263938 -1.386103  -0.28
F3 2.622732 -8.202165 0.820546  -0.27
F4 1.807451 -3.597431 1.253996  -0.30
F5 2.997181 -5.839282 2.144679  -0.28
O1 -0.857676 -0.955640 1.032294  -0.78
O2 -2.830784 -0.899319 2.109244  -0.65
N1 2.139883 -0.499835 -1.945938  -0.62
N2 -4.226098 3.661667 -0.768832  -0.30
N3 0.700581 3.967421 1.863777  -0.48
N4 -4.736740 2.718289 1.107257  -0.30
N5 0.439396 -1.767323 3.082718  -0.65
N6 -0.861696 4.485044 0.140289  -0.51
N7 -0.949812 -1.614924 3.174788  -0.49
N8 1.059769 0.996866 -0.539823  -0.85
C1 2.508605 -3.299314 -4.304052  -0.19
C2 -4.697086 1.839353 2.283057  -0.43
C3 0.614744 -5.962619 -1.185104  0.33
C4 -0.390625 3.763103 1.140076  0.27
C5 -0.114134 5.549180 -0.174082  0.09
C6 3.556205 -2.521953 -1.851274  -0.22
C7 -1.648780 -1.140040 2.097354  0.89
C8 2.611286 -1.718828 -2.483489  0.14
C9 2.106408 -2.111059 -3.721496  -0.23
C10 0.778418 -4.749024 -0.530259  -0.26
C11 2.226642 -5.897207 1.061415  0.28
C12 1.230433 -7.120194 -0.737663  0.32
C13 2.676376 5.284614 2.342879  -0.66
C14 1.041041 5.875007 0.505007  -0.31
C15 -5.707427 3.658694 0.850371  -0.04
C16 -3.835343 2.739618 0.120350  0.23
C17 1.758416 -0.251095 -0.614067  0.03
C18 -3.517756 4.030261 -1.995395  -0.42
C19 1.430433 5.045542 1.552674  0.29
C20 2.037856 -7.091816 0.388465  0.27
C21 3.419395 -4.123704 -3.656534  -0.23
C22 1.594332 -4.770802 0.581133  0.28
C23 -5.394814 4.241838 -0.329011  -0.05
C24 3.940531 -3.721113 -2.437217  -0.20
H1 1.347909 1.627029 -1.280235  0.38
H2 -5.892786 5.010648 -0.891850  0.25
H3 -6.530669 3.821447 1.522425  0.25
H4 4.673285 -4.338023 -1.931899  0.22
H5 -0.465802 6.164543 -0.994582  0.21
H6 1.620308 6.746494 0.235971  0.24
H7 0.912719 -0.996807 3.541451  0.38
H8 1.370422 -1.489349 -4.219901  0.20
H9 3.503687 4.732518 1.891837  0.25
H10 -5.720874 1.684042 2.610810  0.23
H11 1.558093 0.002088 -2.599147  0.39
H12 2.096673 -3.588305 -5.262049  0.22
H13 -4.243166 0.889942 2.005188  0.28
H14 -1.427569 -1.664251 4.059754  0.40
H15 -3.799032 5.049263 -2.245123  0.23
H16 -4.114665 2.314583 3.068483  0.23
H17 1.216849 1.439196 0.355980  0.39
H18 2.944841 6.339223 2.354488  0.23
H19 3.997552 -2.216373 -0.916985  0.23
H20 3.725304 -5.059389 -4.104163  0.22
H21 2.549843 4.923414 3.360741  0.25
H22 0.718432 -2.646547 3.499192  0.38
H23 -3.796298 3.360045 -2.805146  0.23
H24 -2.450118 3.978220 -1.798893  0.26

Forces on atoms 1 to 3 (eV/Å):
0.17 -0.04 -0.01
0.70 -0.20 0.06
0.01 0.21 -0.12

## Properties
* HOMO-LUMO gap (alpha / beta): 6.9 / 6.5 eV
* total charge: +1
* spin multiplicity: 2
* <S²>: 0.8702

***

Entry 3:
The following is a quantum chemistry calculation of a 8-piece molecular cluster, C24H24F8O24 overall at a distorted geometry, from the OMol25 dataset.

Last column: Löwdin charge in e.
Cartesian coordinates (Å):
F1 6.150374 1.967477 -1.196610  0.04
F2 4.241595 6.899880 -3.669303  0.06
F3 -1.869044 -2.202475 5.385103  0.04
F4 3.558421 0.486238 -4.569256  0.05
F5 -4.861218 -0.583901 4.974371  0.06
F6 0.239711 -1.343221 0.480515  0.07
F7 -4.226351 2.048332 -0.574668  0.08
F8 -1.995133 -6.745126 3.312120  0.05
O1 3.173407 5.350434 -2.465514  0.15
O2 4.171533 3.611064 -3.435340  0.04
O3 -5.401867 -0.891035 2.817503  0.12
O4 3.082170 1.046230 -6.695640  0.14
O5 -0.099850 -0.883309 5.697024  0.13
O6 -1.309243 -3.786109 1.986315  0.06
O7 -4.745894 5.147671 2.589577  0.20
O8 -0.011445 0.692955 -0.466345  0.14
O9 -1.771756 -4.209307 -0.168664  0.19
O10 6.704551 -2.243451 -2.274198  0.18
O11 -3.921597 -1.308295 1.174604  0.19
O12 4.840191 -0.987597 -2.325166  0.08
O13 -0.805530 -0.668899 -2.050141  0.11
O14 0.246600 -1.560924 3.612915  0.07
O15 2.385245 3.249006 -2.120601  0.19
O16 0.649121 0.957072 -2.611191  0.17
O17 -4.480600 3.871464 0.742603  0.13
O18 2.003029 -1.289442 5.013926  0.21
O19 2.464388 -0.199976 -8.483104  0.19
O20 -1.435224 -5.901109 1.282450  0.16
O21 -4.740859 2.895427 2.723127  0.08
O22 6.822358 0.004240 -2.110362  0.13
O23 -4.009683 -2.618057 3.007992  0.07
O24 1.258558 -0.223741 -6.593245  0.09
C1 0.842221 -1.347772 4.803727  -0.52
C2 3.128384 4.004043 -2.640629  -0.52
C3 -1.065753 -6.005455 2.619864  -0.30
C4 4.557542 0.337245 -1.849555  -0.05
C5 4.427983 5.845726 -2.818653  -0.30
C6 2.666813 1.161463 -5.374693  -0.29
C7 -5.582940 -1.381643 4.115498  -0.28
C8 1.327420 0.443019 -5.343571  -0.07
C9 -5.001538 -2.773441 4.031745  -0.03
C10 -3.896257 2.597647 0.612871  -0.32
C11 -4.399793 -1.600636 2.218869  -0.54
C12 6.157693 -1.193416 -2.237335  -0.55
C13 -1.006372 -0.914400 3.607025  -0.07
C14 -0.913588 -4.566254 3.101480  -0.05
C15 5.863837 1.030663 -2.166751  -0.30
C16 -4.534705 1.853871 1.789628  -0.07
C17 -0.657273 -0.351423 0.178384  -0.32
C18 -1.606171 -0.860339 -0.896672  -0.06
C19 5.089962 4.676857 -3.552494  -0.06
C20 -0.015241 0.391657 -1.808890  -0.51
C21 -1.529714 -4.587386 0.925739  -0.52
C22 -4.701841 4.084814 2.077193  -0.54
C23 -1.357132 -0.953686 5.093774  -0.28
C24 2.307737 0.144581 -7.363879  -0.54
H1 0.504325 1.149034 -5.235413  0.14
H2 2.637459 2.189213 -5.034481  0.16
H3 4.200092 0.362762 -0.820998  0.15
H4 -5.476549 1.409408 1.463604  0.14
H5 5.015643 6.207826 -1.977671  0.17
H6 -0.879836 0.105141 3.239938  0.14
H7 -1.883731 -1.887498 -0.674803  0.12
H8 5.221433 4.926027 -4.609293  0.14
H9 -1.547414 -4.463210 3.984675  0.14
H10 1.261888 -0.242509 -4.507964  0.12
H11 -6.612756 -1.336388 4.458131  0.17
H12 -1.202182 -0.115112 1.085545  0.13
H13 0.115507 -4.344368 3.371137  0.14
H14 5.917468 1.570099 -3.109363  0.16
H15 -5.766195 -3.450645 3.647995  0.15
H16 6.108770 4.487619 -3.209729  0.14
H17 -2.039683 -0.204734 5.479918  0.17
H18 -3.914009 1.024254 2.107488  0.11
H19 -2.515291 -0.257110 -0.820274  0.13
H20 -4.582736 -3.113234 4.972366  0.15
H21 3.735568 0.722161 -2.443975  0.10
H22 -1.744764 -1.488413 3.050382  0.11
H23 -0.149226 -6.575948 2.780809  0.17
H24 -2.810995 2.708399 0.688503  0.17

Forces on atoms 1 to 3 (eV/Å):
0.11 -0.09 -0.02
0.02 0.03 0.08
-0.43 -0.10 0.02

## Properties
* HOMO-LUMO gap: 10.8 eV
* SMILES string: O=C1OC[C@@H](F)O1.O=C1OC[C@@H](F)O1.O=C1OC[C@@H](F)O1.O=C1OC[C@@H](F)O1.O=C1OC[C@@H](F)O1.O=C1OC[C@@H](F)O1.O=C1OC[C@@H](F)O1.O=C1OC[C@@H](F)O1

***

Entry 4:
The following is a quantum chemistry calculation of C24H24IrNO2S2 as an isolated structure, from the OMol25 dataset.

Last column: natural (NBO) charge in e.
Cartesian coordinates (Å):
Ir1 0.455284 -1.698721 -0.409658  0.72
S1 -0.124054 -0.015741 1.017667  -0.11
S2 0.087717 -3.205839 1.322502  -0.16
O1 -1.629329 -3.810236 -1.846543  -0.71
O2 -1.722360 -1.922922 -0.613432  -0.73
N1 2.048645 -1.379043 -1.167001  -0.87
C1 -1.098998 -0.624030 4.887139  -0.27
C2 5.892336 0.243919 -1.032258  -0.30
C3 -8.051549 -3.137483 -1.044881  -0.62
C4 -4.408038 -2.843637 0.048192  0.05
C5 -3.790983 -3.184756 -3.698563  -0.65
C6 -5.800586 -2.906016 0.066198  -0.24
C7 -5.867631 -3.123146 -2.304019  -0.27
C8 3.151252 -0.468860 -3.571871  -0.62
C9 -1.022260 -2.008044 5.015831  -0.29
C10 -3.663051 -2.655850 1.344379  -0.65
C11 3.290959 -0.844650 -1.097255  0.23
C12 -0.657159 -2.777205 3.920243  -0.18
C13 4.004124 -0.759686 0.126805  -0.06
C14 3.361117 -1.247141 1.391674  -0.65
C15 -2.216279 -2.915062 -1.232304  0.77
C16 -6.547988 -3.045230 -1.096398  -0.05
C17 5.192659 0.156988 -2.231122  -0.22
C18 -3.742143 -2.952114 -1.178753  -0.15
C19 -4.476604 -3.088478 -2.359079  0.11
C20 5.281947 -0.219173 0.129989  -0.22
C21 -0.360955 -2.198170 2.681460  -0.23
C22 -0.448234 -0.802314 2.552192  -0.20
C23 3.914766 -0.377167 -2.283415  -0.08
C24 -0.813140 -0.036486 3.663509  -0.24
H1 -3.051425 -2.392236 -3.822233  0.23
H2 -8.383808 -4.175554 -0.948967  0.20
H3 2.860113 -1.501839 -3.776968  0.22
H4 -4.523130 -3.114819 -4.507263  0.18
H5 -3.231374 -1.654912 1.400026  0.26
H6 -1.244867 -2.486807 5.963700  0.18
H7 -0.873899 1.041132 3.548213  0.20
H8 -1.382165 -0.006517 5.733194  0.18
H9 -0.597847 -3.857374 4.008589  0.19
H10 5.648592 0.514984 -3.150982  0.18
H11 2.948062 -2.250977 1.274180  0.24
H12 2.214756 0.090387 -3.508990  0.22
H13 2.505788 -0.618214 1.658164  0.25
H14 -6.313634 -2.832759 1.021803  0.18
H15 6.891274 0.664554 -1.003152  0.18
H16 -3.240927 -4.121237 -3.780222  0.24
H17 -8.504386 -2.731982 -1.951950  0.20
H18 4.081561 -1.238867 2.214167  0.18
H19 3.746222 -0.087100 -4.406206  0.18
H20 -2.814327 -3.335448 1.425865  0.25
H21 5.814870 -0.160344 1.075588  0.18
H22 -6.430555 -3.212700 -3.230133  0.18
H23 -4.331735 -2.811272 2.194293  0.18
H24 -8.450530 -2.586529 -0.191052  0.20

Forces on atoms 1 to 3 (eV/Å):
0.02 -0.03 -0.04
-0.01 0.07 -0.05
-0.01 -0.03 -0.10

## Properties
* HOMO-LUMO gap: 4.9 eV
* total charge: -2

***

Record order is preserved below.
E: -69881.1718 -178415.4588 -96158.1244 -55374.6133 eV